Entry 1:
Molecular formula: C43H42MnN4O5PS2SbSe3Te
Method: DFT, ωB97M-V/def2-TZVPD

## Properties
2S+1: 6
total energy: -12260.1867 Ha
gap between HOMO and LUMO (spin up / spin down): 0.1724 / 0.1857 Ha
F_max: 6.76 eV/Å
HOMO energy (spin up / spin down): -0.881 / -1.260 eV
net charge: -2

Cartesian coordinates (Å):
Mn1 0.9694 0.0721 0.4668
Se1 0.4636 -1.2139 2.2620
Se2 2.1260 -1.9838 3.5534
Te1 5.2433 -0.9781 0.0223
Se3 2.9166 -0.3441 0.6036
O1 -1.5577 1.9411 2.6346
S1 -1.5880 1.7465 1.1970
O2 -2.9056 1.5064 0.6532
O3 -0.6807 0.6970 0.7518
C1 -1.0545 3.2500 0.3925
C2 -2.0848 4.1644 0.3624
C3 -2.0418 5.2451 -0.4995
C4 -0.9943 5.3216 -1.4169
C5 0.0441 4.4145 -1.3764
C6 0.0810 3.3925 -0.4088
P1 1.5358 2.3136 -0.2309
C7 3.0528 3.3751 -0.0930
C8 4.1568 2.8267 0.5610
C9 5.3490 3.5210 0.6528
C10 5.4608 4.7886 0.1070
C11 4.3655 5.3524 -0.5229
C12 3.1752 4.6532 -0.6260
C13 1.7859 1.8468 -1.9996
C14 0.7463 1.7552 -2.9228
C15 0.9808 1.2181 -4.1766
C16 2.2434 0.7517 -4.5086
C17 3.2712 0.7979 -3.5797
C18 3.0452 1.3377 -2.3283
H1 -2.9295 3.9746 1.0092
H2 -2.8454 5.9691 -0.5155
H3 -1.0109 6.0884 -2.1814
H4 0.8156 4.4429 -2.1347
H5 4.1053 1.8315 1.0028
H6 6.1855 3.0493 1.1454
H7 6.3913 5.3375 0.1653
H8 4.4258 6.3446 -0.9510
H9 2.3503 5.1411 -1.1191
H10 -0.2592 2.0661 -2.6549
H11 0.1600 1.1328 -4.8797
H12 2.4029 0.2996 -5.4775
H13 4.2353 0.3627 -3.7859
H14 3.8237 1.2982 -1.5683
C19 -4.5454 -4.0130 -0.1650
C20 -4.0313 -4.0045 1.2418
C21 -4.8110 -4.6038 2.2257
C22 -4.3832 -4.6776 3.5376
C23 -3.1474 -4.1610 3.8836
C24 -2.3743 -3.5597 2.9100
C25 -2.7994 -3.4729 1.5917
Sb1 -1.4672 -2.3223 0.3091
C26 -2.0945 -2.5265 -1.7753
C27 -1.3534 -3.3607 -2.5949
C28 -1.5401 -3.3526 -3.9650
C29 -2.4625 -2.4861 -4.5211
C30 -3.2016 -1.6483 -3.7031
C31 -3.0247 -1.6452 -2.3264
C32 -3.8405 -0.7222 -1.4721
C33 0.0896 -3.9383 0.2321
C34 1.3978 -3.4890 0.0867
C35 2.5118 -4.3056 0.1421
C36 2.3062 -5.6598 0.3108
C37 1.0138 -6.1469 0.4101
C38 -0.1027 -5.3147 0.3891
C39 -1.4593 -5.9437 0.5375
H15 -4.9885 -4.9844 -0.3954
H16 -3.7523 -3.8189 -0.8830
H17 -5.3240 -3.2584 -0.3031
H18 -5.7714 -5.0280 1.9518
H19 -5.0068 -5.1513 4.2846
H20 -2.7874 -4.2304 4.9005
H21 -1.3946 -3.1728 3.1920
H22 -0.6113 -4.0179 -2.1559
H23 -0.9459 -4.0015 -4.5934
H24 -2.6032 -2.4531 -5.5937
H25 -3.9186 -0.9626 -4.1408
H26 -4.5664 -0.1712 -2.0718
H27 -3.2187 0.0106 -0.9508
H28 -4.3864 -1.2739 -0.7050
H29 1.5865 -2.4357 -0.1029
H30 3.4943 -3.8579 0.0638
H31 3.1498 -6.3322 0.3639
H32 0.8487 -7.2123 0.5233
H33 -1.4315 -6.9922 0.2389
H34 -2.2039 -5.4350 -0.0689
H35 -1.7869 -5.9026 1.5785
C40 1.0215 6.0744 1.8566
C41 2.0041 5.1460 2.5666
C42 1.4429 3.8066 2.8691
N1 1.7551 2.7156 2.2567
N2 1.2873 1.5996 2.8411
C43 0.5649 1.8229 3.8924
N3 0.1392 0.9016 4.7719
S2 0.3951 3.5390 4.2566
H36 1.4846 7.0468 1.7001
H37 0.1163 6.1960 2.4497
H38 0.7478 5.6662 0.8877
H39 2.3053 5.5955 3.5184
H40 2.8892 5.0044 1.9457
H41 0.3123 -0.0611 4.4803
H42 -0.7612 1.0697 5.1897
O4 2.1166 -1.2505 -2.1144
N4 0.8858 -1.2447 -2.2013
O5 0.2747 -0.7001 -1.1695

Forces on the atoms, in the same order (eV/Å):
Mn -1.18 1.47 -2.20
Se -0.81 -2.12 3.46
Se 0.10 -0.16 0.15
Te 0.54 -0.17 -0.52
Se 6.52 -1.21 1.34
O -0.44 0.22 -0.71
S -1.00 0.04 1.21
O -0.01 0.32 -0.01
O -2.83 1.21 0.03
C 0.15 -0.54 -0.27
C -0.27 0.75 -0.02
C 0.20 -0.19 -0.06
C -0.27 0.25 -0.02
C -0.07 -0.25 0.30
C -0.14 0.79 -0.19
P 0.63 -0.02 -1.54
C -0.21 -0.03 0.17
C -0.02 -0.35 0.17
C -0.01 0.04 -0.06
C 0.08 0.13 0.01
C 0.06 0.17 -0.05
C -0.12 -0.11 -0.07
C -0.10 0.06 0.04
C 0.10 0.17 0.13
C -0.06 -0.03 -0.11
C 0.05 0.02 -0.11
C -0.04 0.18 -0.10
C -0.13 0.21 0.09
H -0.14 0.15 -0.07
H -0.02 0.02 -0.02
H 0.06 0.05 -0.01
H 0.00 0.06 0.07
H -0.09 0.33 -0.13
H 0.11 -0.04 0.04
H 0.07 0.02 0.03
H 0.05 0.07 -0.01
H -0.06 -0.03 -0.02
H 0.09 -0.03 -0.02
H 0.04 -0.03 -0.01
H 0.06 -0.04 -0.08
H 0.14 -0.07 -0.11
H -0.01 0.04 -0.30
C -0.17 -0.08 -0.12
C -0.37 -0.18 0.13
C -0.15 -0.05 0.05
C -0.17 -0.15 0.12
C -0.04 -0.05 0.07
C 0.54 0.14 0.34
C 0.01 0.29 -0.53
Sb 0.28 -1.07 -0.42
C 0.12 -0.25 0.58
C -0.01 -0.17 0.02
C 0.04 -0.03 -0.23
C 0.01 -0.08 -0.16
C -0.05 0.16 -0.05
C -0.14 -0.06 -0.12
C 0.09 0.15 0.09
C -0.40 0.38 -0.07
C -0.01 0.81 -0.30
C -0.19 -0.05 0.00
C 0.12 -0.07 0.04
C -0.05 -0.18 0.09
C -0.09 0.02 -0.08
C 0.05 -0.15 0.04
H -0.03 -0.01 -0.03
H -0.12 -0.03 -0.01
H 0.01 0.00 -0.05
H -0.04 -0.03 -0.01
H -0.05 -0.04 0.05
H 0.05 0.01 0.08
H -0.17 0.02 -0.09
H 0.00 0.01 -0.07
H 0.04 -0.04 -0.07
H -0.02 -0.01 -0.07
H -0.04 0.02 -0.03
H -0.03 -0.01 -0.02
H -0.02 -0.09 -0.03
H -0.02 0.01 0.06
H -0.07 -0.38 0.20
H 0.04 -0.05 -0.05
H 0.08 -0.16 0.00
H 0.03 -0.10 0.02
H 0.04 -0.07 -0.05
H -0.05 -0.01 -0.04
H -0.11 -0.01 -0.05
C 0.12 -0.06 0.09
C -0.12 0.34 -0.16
C -0.24 -0.22 0.40
N 0.12 1.06 0.94
N -0.25 -0.60 0.45
C 0.65 0.98 0.08
N -0.12 -0.62 0.45
S 0.56 -0.19 -0.31
H -0.04 0.15 -0.02
H -0.11 0.08 -0.01
H -0.09 -0.01 -0.06
H 0.13 0.01 -0.11
H 0.03 0.00 0.14
H -0.15 0.19 0.00
H -0.03 -0.05 -0.11
O -2.43 -0.36 -0.43
N 2.15 0.17 0.46
O -0.10 -0.57 -1.46

---

Entry 2:
Molecular formula: C43H44AsCrN3O6P
Method: DFT, ωB97M-V/def2-TZVPD

## Properties
2S+1: 4
total energy: -5901.9438 Ha
gap between HOMO and LUMO (spin up / spin down): 0.2150 / 0.2074 Ha
F_max: 0.96 eV/Å
HOMO energy (spin up / spin down): -12.287 / -12.274 eV
net charge: +2

Cartesian coordinates (Å):
Cr1 0.3165 -0.8027 0.3206
O1 7.1119 -0.2815 0.0809
C1 6.4208 -0.3227 -0.9282
O2 6.6113 -0.1415 -2.1254
C2 4.9129 -0.4854 -0.6018
C3 4.4474 -0.2858 0.6939
C4 3.0906 -0.3811 0.9374
N1 2.2337 -0.6727 -0.0578
C5 2.6703 -0.8880 -1.3100
C6 4.0160 -0.8056 -1.6130
C7 1.5840 -1.1326 -2.2668
C8 1.7985 -1.3472 -3.6202
C9 0.7074 -1.5518 -4.4467
C10 -0.5661 -1.5468 -3.8966
C11 -0.7018 -1.3271 -2.5386
N2 0.3394 -1.1177 -1.7352
C12 2.4330 -0.2784 2.2511
C13 3.1292 0.0009 3.4178
C14 2.4559 -0.0348 4.6277
C15 1.1108 -0.3640 4.6335
C16 0.4732 -0.6068 3.4283
N3 1.1047 -0.5512 2.2532
H1 5.1878 -0.0802 1.4555
H2 4.4209 -0.9194 -2.6085
H3 2.8023 -1.3459 -4.0164
H4 0.8503 -1.7150 -5.5046
H5 -1.4425 -1.7051 -4.5046
H6 -1.6736 -1.3089 -2.0694
H7 4.1831 0.2283 3.3777
H8 2.9790 0.1762 5.5496
H9 0.5528 -0.4321 5.5553
H10 -0.5748 -0.8567 3.3965
C17 1.0882 5.3312 2.5242
C18 -0.1028 5.3183 1.8161
C19 -0.4374 4.2257 1.0274
C20 0.4354 3.1477 0.9608
C21 1.6291 3.1499 1.6783
C22 1.9554 4.2490 2.4570
As1 0.0984 1.6705 -0.2271
C23 1.1853 2.0472 -1.7731
C24 2.5651 2.1295 -1.8461
C25 3.1608 2.3747 -3.0767
C26 2.3709 2.5434 -4.2078
C27 0.9875 2.5026 -4.1243
C28 0.3788 2.2612 -2.8978
C29 -1.0730 2.2976 -2.6274
C30 -2.0625 2.5961 -3.5571
C31 -3.3819 2.7198 -3.1502
C32 -3.7350 2.5490 -1.8175
C33 -2.7647 2.2185 -0.8798
C34 -1.4467 2.0882 -1.2902
H11 1.3464 6.1893 3.1265
H12 -0.7732 6.1633 1.8689
H13 -1.3636 4.2307 0.4638
H14 2.3148 2.3088 1.6252
H15 2.8867 4.2647 3.0052
H16 3.1851 2.0159 -0.9632
H17 4.2372 2.4373 -3.1491
H18 2.8401 2.7390 -5.1601
H19 0.3937 2.6828 -5.0084
H20 -1.8065 2.7658 -4.5924
H21 -4.1396 2.9757 -3.8767
H22 -4.7630 2.6811 -1.5093
H23 -3.0344 2.0776 0.1595
C35 2.4158 -3.8421 1.0577
C36 1.0593 -3.8498 0.4422
C37 0.5611 -5.1188 -0.1569
O3 0.3311 -2.8505 0.4334
H24 2.4573 -4.6118 1.8308
H25 2.6608 -2.8772 1.4887
H26 3.1638 -4.1223 0.3144
H27 1.3022 -5.5103 -0.8535
H28 -0.3928 -4.9715 -0.6559
H29 0.4573 -5.8709 0.6263
C38 -4.2455 -2.2181 -1.5665
C39 -4.0352 -0.8778 -0.9069
O4 -3.5510 -1.0664 0.4401
P1 -2.1024 -0.9105 1.0578
O5 -2.1062 -2.0878 2.1363
C40 -2.5925 -3.4193 1.8365
C41 -3.9195 -3.6533 2.5182
O6 -2.1252 0.3711 1.9920
C42 -3.0807 0.5415 3.0871
C43 -4.0300 1.6750 2.7946
H30 -4.6530 -2.0710 -2.5659
H31 -4.9507 -2.8230 -1.0004
H32 -3.3114 -2.7751 -1.6580
H33 -4.9730 -0.3350 -0.7913
H34 -3.3475 -0.2255 -1.4474
H35 -1.8209 -4.0958 2.2047
H36 -2.6693 -3.5371 0.7528
H37 -3.8195 -3.5678 3.5979
H38 -4.2781 -4.6557 2.2893
H39 -4.6623 -2.9370 2.1743
H40 -2.4671 0.7478 3.9646
H41 -3.6044 -0.4030 3.2378
H42 -3.4896 2.6016 2.6144
H43 -4.6761 1.8287 3.6579
H44 -4.6648 1.4497 1.9386

Forces on the atoms, in the same order (eV/Å):
Cr -0.14 -0.43 0.01
O 0.60 -0.23 0.65
C -0.50 0.68 0.29
O 0.19 -0.15 -0.93
C -0.19 -0.35 -0.04
C -0.29 -0.01 0.08
C 0.22 0.05 -0.07
N 0.19 0.03 -0.04
C 0.32 0.08 -0.04
C -0.33 0.04 0.11
C 0.02 -0.04 -0.25
C -0.06 0.03 0.19
C -0.07 0.01 0.08
C 0.04 0.04 0.09
C -0.23 0.02 -0.19
N 0.25 0.10 0.04
C 0.18 -0.02 0.20
C -0.14 -0.06 -0.15
C -0.05 -0.01 -0.04
C -0.06 -0.01 -0.11
C -0.10 0.09 0.28
N 0.14 0.13 -0.14
H 0.05 0.00 0.02
H 0.03 -0.03 -0.07
H 0.04 0.00 0.00
H 0.00 -0.01 -0.07
H -0.07 -0.01 -0.03
H -0.03 0.00 -0.03
H 0.06 0.00 -0.02
H 0.01 0.00 0.03
H -0.03 0.00 0.01
H 0.00 -0.03 0.06
C 0.03 -0.03 0.00
C -0.03 -0.04 -0.02
C -0.05 -0.02 -0.02
C -0.02 -0.23 0.12
C -0.01 -0.03 0.02
C -0.02 -0.03 -0.01
As 0.07 0.38 -0.26
C -0.02 0.00 -0.03
C -0.02 -0.03 0.02
C -0.01 -0.01 0.01
C 0.05 0.00 0.05
C -0.06 -0.04 0.10
C 0.09 -0.04 0.06
C -0.08 -0.03 0.08
C 0.05 -0.02 0.05
C -0.05 0.00 0.04
C 0.01 0.00 0.02
C 0.02 -0.01 0.00
C -0.03 -0.02 -0.02
H 0.02 0.05 0.04
H -0.04 0.05 0.00
H 0.06 -0.01 0.01
H -0.04 0.09 -0.03
H 0.04 0.01 0.01
H -0.02 -0.02 -0.01
H 0.07 -0.01 -0.01
H 0.05 0.01 -0.07
H -0.05 0.01 -0.07
H 0.02 0.01 -0.08
H -0.04 0.01 -0.03
H -0.03 0.00 0.01
H 0.00 0.01 0.01
C -0.07 0.07 -0.01
C 0.03 -0.01 0.12
C -0.05 0.08 0.03
O -0.04 0.02 -0.15
H -0.01 -0.04 0.02
H 0.01 -0.03 0.01
H 0.03 0.00 -0.06
H 0.04 -0.02 -0.05
H 0.01 0.00 0.00
H 0.00 -0.05 0.06
C -0.02 0.09 -0.05
C -0.05 0.08 -0.12
O 0.28 -0.13 0.20
P -0.11 0.14 0.40
O 0.05 0.23 -0.02
C -0.04 -0.17 0.00
C 0.08 -0.01 -0.06
O 0.02 -0.02 -0.26
C -0.07 -0.03 0.13
C 0.03 -0.07 0.00
H -0.02 -0.01 -0.05
H -0.03 -0.01 0.04
H 0.04 -0.02 0.00
H 0.02 -0.03 -0.08
H -0.03 -0.08 -0.05
H -0.06 -0.02 -0.02
H -0.02 -0.03 0.03
H 0.02 0.01 0.06
H -0.01 -0.05 0.00
H -0.04 0.03 -0.04
H -0.06 0.00 -0.01
H -0.01 0.06 0.04
H 0.05 0.07 -0.03
H -0.03 0.00 0.03
H -0.01 -0.01 -0.04

---

> The highest 2S+1 belongs to which entry?

C43H42MnN4O5PS2SbSe3Te

---

> Which formula does entry 1 have?

C43H42MnN4O5PS2SbSe3Te